1.
Molecular formula: C4H12Si2
Method: DFT, ωB97M-V/def2-TZVPD

Structure (ORCA input):
```
! wB97M-V def2-TZVPD RIJCOSX def2/J DEFGRID3
* xyz 0 1
Si -0.253 -0.148 -3.006
C -0.667 -0.641 -1.213
C -0.577 -1.259 -0.182
Si -0.622 -2.503 1.439
H -1.253 -0.904 -3.843
H 1.192 -0.581 -3.297
H -0.732 1.191 -3.066
H 0.723 -2.402 1.907
H -1.164 -3.674 0.756
H -1.556 -1.904 2.576
H -3.077 1.965 1.897
H -2.535 1.511 2.167
C 1.973 1.805 1.228
C 1.545 1.303 0.059
H 1.493 1.751 2.210
H 2.977 2.212 1.255
H 0.680 0.677 -0.020
H 1.852 1.601 -0.869
*
```

Kohn-Sham gap: 10.34 eV
SMILES: [SiH3]C#C[SiH3].[H][H].C=C

Atom charges from the Mulliken analysis, given in e for atoms 1 to 4:
1. Si 0.3971
2. C -0.0348
3. C -0.2762
4. Si 0.3477



2.
Molecular formula: CH4O2S
Method: DFT, ωB97M-V/def2-TZVPD

Structure (ORCA input):
```
! wB97M-V def2-TZVPD RIJCOSX def2/J DEFGRID3
* xyz 0 1
C 0.533 0.319 -0.274
O 1.398 -0.626 0.367
O -2.306 -0.057 -0.468
S -1.345 0.666 0.384
H 0.904 1.351 -0.160
H 1.183 -1.541 -0.008
H 0.662 0.066 -1.335
H -1.029 -0.178 1.495
*
```

Kohn-Sham gap: 10.02 eV

Atom charges from the Mulliken analysis, given in e for atoms 1 to 4:
1. C -0.3796
2. O -0.4921
3. O -0.5373
4. S 0.3112



3.
Molecular formula: C48H62AsIrN4O6SiTe
Method: DFT, ωB97M-V/def2-TZVPD

Structure (ORCA input):
```
! wB97M-V def2-TZVPD RIJCOSX def2/J DEFGRID3
* xyz 1 2
Ir -0.312 0.337 0.271
O 5.309 -0.589 4.131
C 4.213 0.083 4.720
C 3.142 0.267 3.683
C 1.856 0.628 4.058
C 0.874 0.735 3.092
N 1.133 0.493 1.811
C 2.386 0.224 1.420
C 3.415 0.093 2.334
C 2.566 0.075 -0.043
C 3.802 -0.079 -0.641
C 3.885 -0.237 -2.018
C 5.219 -0.506 -2.671
O 5.635 -1.840 -2.438
C 2.712 -0.181 -2.754
C 1.502 0.017 -2.110
N 1.433 0.101 -0.780
H 6.015 -0.670 4.779
H 4.510 1.070 5.092
H 3.798 -0.484 5.561
H 1.599 0.792 5.097
H -0.152 0.989 3.325
H 4.412 -0.181 2.025
H 4.699 -0.100 -0.038
H 5.984 0.129 -2.224
H 5.174 -0.274 -3.739
H 5.113 -2.435 -2.986
H 2.729 -0.279 -3.832
H 0.559 0.105 -2.630
O 1.048 4.275 -0.201
C 0.085 3.524 -0.264
O 0.053 2.380 0.341
C -1.131 4.087 -0.971
N -2.190 3.090 -1.245
C -3.366 3.898 -1.652
C -3.361 5.031 -0.624
C -1.876 5.211 -0.231
H -0.782 4.436 -1.937
H -2.435 2.642 -0.319
H -1.879 2.378 -1.913
H -4.259 3.279 -1.641
H -3.179 4.254 -2.666
H -3.939 4.726 0.244
H -3.804 5.936 -1.035
H -1.740 5.129 0.845
H -1.479 6.173 -0.547
C -2.547 0.422 -5.153
Si -3.414 -0.268 -3.648
C -3.749 -2.089 -3.880
C -5.014 0.650 -3.358
C -2.317 -0.040 -2.200
C -1.553 0.129 -1.265
H -3.171 0.328 -6.044
H -1.611 -0.109 -5.338
H -2.311 1.479 -5.011
H -4.479 -2.248 -4.676
H -4.141 -2.541 -2.967
H -2.834 -2.619 -4.154
H -5.742 0.430 -4.142
H -4.848 1.729 -3.357
H -5.454 0.373 -2.398
C 3.032 3.478 -2.763
As 1.437 3.360 -3.825
C 0.953 5.176 -4.214
C 1.714 2.534 -5.541
O 0.214 2.594 -3.014
H 3.823 4.013 -3.287
H 3.373 2.490 -2.468
H 2.692 4.028 -1.883
H 1.739 5.698 -4.759
H 0.768 5.687 -3.270
H 0.045 5.155 -4.816
H 2.587 2.910 -6.064
H 0.802 2.778 -6.089
H 1.773 1.461 -5.384
C 3.402 -3.816 5.376
C 2.405 -3.398 4.332
C 1.138 -2.953 4.684
C 0.201 -2.572 3.729
C -1.133 -2.061 4.193
C 0.553 -2.648 2.376
Te -0.943 -2.123 0.947
N -1.947 0.726 1.430
C -2.844 1.555 1.876
O -3.106 2.635 1.282
C -3.570 1.186 3.128
C -3.811 2.170 4.081
C -4.479 1.847 5.251
C -4.930 0.549 5.460
C -4.717 -0.425 4.495
C -4.033 -0.109 3.331
C -0.606 -3.889 -0.196
C -0.716 -5.017 0.616
C -0.579 -6.285 0.079
C -0.353 -6.427 -1.282
C -0.268 -5.303 -2.084
C -0.390 -4.013 -1.565
C -0.220 -2.842 -2.482
C 1.823 -3.092 1.989
C 2.282 -3.220 0.561
C 2.727 -3.453 2.984
H 3.176 -3.373 6.346
H 4.414 -3.528 5.088
H 3.396 -4.900 5.504
H 0.870 -2.886 5.733
H -1.175 -2.024 5.281
H -1.957 -2.691 3.851
H -1.340 -1.054 3.823
H -3.472 3.180 3.891
H -4.658 2.609 5.999
H -5.464 0.303 6.368
H -5.092 -1.430 4.646
H -3.871 -0.859 2.566
H -0.891 -4.910 1.681
H -0.656 -7.154 0.719
H -0.256 -7.411 -1.719
H -0.101 -5.417 -3.149
H -0.480 -3.114 -3.506
H 0.825 -2.524 -2.483
H -0.839 -1.990 -2.199
H 1.791 -2.513 -0.109
H 2.072 -4.220 0.176
H 3.359 -3.059 0.498
H 3.721 -3.772 2.690
*
```

Kohn-Sham gap (spin up / spin down): 7.65 / 7.28 eV
⟨S²⟩: 0.760

Atom charges from the Mulliken analysis, given in e for atoms 1 to 4:
1. Ir 1.8872
2. O -0.5279
3. C -0.7814
4. C 0.0713